{"formula": "C5H4N2O", "method": "the ωB97M-V functional and the def2-TZVPD basis", "symbols": ["C", "C", "C", "C", "C", "N", "N", "O", "H", "H", "H", "H"], "positions_angstrom": [[0.9237, -1.9672, 0.9522], [1.0315, -1.0202, 0.2352], [-0.6672, 0.7862, 0.1455], [-1.5547, 0.5663, -0.8329], [0.6380, 0.4494, -0.5536], [-0.9478, 0.2020, -2.1276], [0.2553, 0.1536, -1.9442], [1.6200, 1.3778, -0.3284], [0.9570, -2.7452, 1.5776], [-0.8448, 1.0792, 1.1485], [-2.5723, 0.6749, -0.7016], [2.4706, 1.2090, -0.7711]], "forces_ev_per_angstrom": [[0.315, 1.720, -1.343], [-1.272, 3.456, -2.466], [0.024, -0.589, -2.971], [1.208, 0.371, 0.827], [0.817, -2.731, 3.339], [-1.227, 0.410, 1.691], [2.452, -0.285, -0.688], [0.214, 0.419, -0.538], [0.037, -2.511, 1.885], [0.139, 0.086, 0.571], [-2.047, 0.015, -0.303], [-0.659, -0.360, -0.004]], "molar_mass_da": 108.100, "de_lowest_kcal_mol": 103.97, "smiles": "C#C[C@]1(O)C=CN=N1", "lumo_energy_ev": -0.4, "gap_ha": 0.35018, "energy_ev": -10272.2539}